# 1
A single C4H10N2O molecule. Source: the Open Molecules 2025 dataset; level of theory: ωB97M-V with the def2-TZVPD basis set.

XYZ file:
```
17
Properties=species:S:1:pos:R:3:forces:R:3
C 0.741267 -1.445143 -1.969249 -0.239 0.219 -2.348
C -0.605612 -1.266434 -1.193063 -0.138 0.635 1.506
N -0.306440 -0.600808 0.068385 -3.030 -2.848 0.041
C 0.434140 0.604100 -0.006201 -3.248 1.871 0.059
C 0.310547 1.285572 1.462546 -1.526 1.757 -3.034
N -1.066786 1.424117 2.122365 0.601 0.039 -1.981
O -1.737937 -1.623963 -1.523280 2.634 0.405 0.554
H 0.608132 -2.392725 -2.639903 0.461 1.808 1.208
H 1.658041 -1.514819 -1.304759 -1.384 -0.103 -0.727
H 0.934622 -0.503897 -2.709905 -0.633 -2.227 1.701
H -1.104194 -0.575357 0.783942 1.404 -0.176 -1.953
H -0.036420 1.144693 -0.934785 0.924 0.331 1.982
H 1.400833 0.363606 -0.322909 1.948 0.180 0.248
H 0.773268 2.314712 1.297641 -0.301 -1.454 0.997
H 0.717779 0.577568 2.096429 2.257 -0.823 1.104
H -0.882314 1.325571 3.127771 -1.015 -0.479 -0.867
H -1.838926 0.883208 1.644976 1.284 0.865 1.511
```
Positions in Å, forces in eV/Å.

frontier orbital gap = 0.378 Eh
structure (SMILES) = CC(=O)NCCN
E_HOMO = -9.385 eV
electronic energy = -9336.0265 eV
strongest force on any atom = 4.16 eV/A
charge = 0
energy above the lowest of the compared OMol25 structures with the same formula, charge and spin = 285.7 kJ/mol
E_LUMO = 0.0330 hartree

These are the Mulliken partial charges, in e, on atoms 1 to 8:
1. C -0.84
2. C 0.44
3. N -0.21
4. C -0.53
5. C -0.45
6. N -0.60
7. O -0.58
8. H 0.29

# 2
2 unconnected molecules or ions with the total composition C4H10N2O. Source: the Open Molecules 2025 dataset; level of theory: ωB97M-V with the def2-TZVPD basis set.

XYZ file:
```
17
Properties=species:S:1:pos:R:3:forces:R:3
C -0.528404 -1.533930 0.618570 -0.303 -0.106 0.168
N 1.171531 -1.439407 -0.506594 0.238 0.181 -0.175
C 1.142815 -0.152178 -0.747515 0.047 -0.047 -0.035
O 1.818881 0.657687 -1.369162 -0.093 -0.224 0.106
N -0.072776 0.296641 -0.016687 0.055 0.083 -0.054
C -1.072307 0.861601 -0.914935 -0.083 -0.031 -0.072
C 0.267350 1.205689 1.071258 0.038 0.000 0.107
H -0.963942 -1.006105 1.474357 0.003 -0.087 -0.151
H -1.256953 -1.755377 -0.155667 0.081 0.120 0.142
H -0.064751 -2.448043 0.976754 0.028 0.175 -0.059
H 1.950572 -1.971631 -0.887970 -0.078 0.110 0.020
H -1.978673 1.110568 -0.351516 0.143 -0.060 -0.084
H -1.309188 0.124439 -1.687397 -0.006 0.116 0.084
H -0.682245 1.765441 -1.400303 -0.036 -0.127 0.088
H 1.000890 0.715623 1.717665 -0.104 0.101 -0.038
H 0.703810 2.131619 0.675904 -0.077 -0.150 0.033
H -0.633567 1.444143 1.648514 0.147 -0.053 -0.082
```
Positions in Å, forces in eV/Å.

frontier orbital gap = 0.333 Eh
E_HOMO = -8.530 eV
electronic energy = -9334.5784 eV
strongest force on any atom = 0.36 eV/A
charge = 0
energy above the lowest of the compared OMol25 structures with the same formula, charge and spin = 425.4 kJ/mol
E_LUMO = 0.0196 hartree

These are the Mulliken partial charges, in e, on atoms 1 to 8:
1. C -0.52
2. N -0.43
3. C 0.32
4. O -0.66
5. N 0.28
6. C -1.08
7. C -1.08
8. H 0.26

# 3
A single C4H10N2O molecule. Source: the Open Molecules 2025 dataset; level of theory: ωB97M-V with the def2-TZVPD basis set.

XYZ file:
```
17
Properties=species:S:1:pos:R:3:forces:R:3
C 0.051455 0.492523 1.108166 -2.170 -2.046 -0.199
C 1.555954 0.341019 1.078777 -0.234 -0.783 -0.605
C 1.937283 -0.564562 -0.061901 -2.910 -4.489 -0.482
O 1.209160 -1.599628 -0.275146 3.327 3.865 0.209
N -0.672530 1.329302 0.027956 1.688 -2.064 0.586
C -1.893576 0.579651 -0.413594 -0.446 1.051 0.217
N -1.731729 -0.490986 -1.400819 0.434 -0.179 0.247
H -0.342386 -0.611757 1.075164 0.587 1.963 -0.053
H -0.245465 0.824550 2.088281 -0.174 0.555 0.321
H 1.899194 -0.187594 2.013409 -0.196 0.850 -0.772
H 2.030269 1.271716 0.896409 0.748 1.058 0.464
H 2.850931 -0.373801 -0.668174 -0.446 -0.148 0.191
H 0.057305 1.401301 -0.717491 -1.421 -0.056 0.222
H -2.606971 1.354634 -0.833515 0.857 -0.939 0.185
H -2.408214 0.188064 0.495081 0.566 0.506 -0.194
H -1.323600 -1.377239 -1.022552 -0.624 1.214 -0.323
H -2.661219 -0.652843 -1.784088 0.415 -0.358 -0.015
```
Positions in Å, forces in eV/Å.

frontier orbital gap = 0.350 Eh
structure (SMILES) = NCNCCC=O
E_HOMO = -9.032 eV
electronic energy = -9336.2392 eV
strongest force on any atom = 5.37 eV/A
charge = 0
energy above the lowest of the compared OMol25 structures with the same formula, charge and spin = 265.2 kJ/mol
E_LUMO = 0.0182 hartree

These are the Mulliken partial charges, in e, on atoms 1 to 8:
1. C -0.49
2. C -0.64
3. C 0.07
4. O -0.49
5. N -0.42
6. C -0.42
7. N -0.56
8. H 0.23

# 4
A single C4H10N2O molecule. Source: the Open Molecules 2025 dataset; level of theory: ωB97M-V with the def2-TZVPD basis set.

XYZ file:
```
17
Properties=species:S:1:pos:R:3:forces:R:3
C -0.410151 0.027761 1.910564 -1.040 0.589 1.061
N -1.001866 0.686004 0.873314 0.490 -0.576 -0.370
C -1.308878 -0.092756 -0.349954 0.693 0.860 1.152
C 0.005815 -0.589684 -0.971451 0.674 -0.991 0.146
N 1.115818 0.348919 -0.895617 -0.713 0.204 -0.219
C 1.797181 0.714474 -2.120587 0.809 -0.265 0.054
O -0.383042 -1.168313 2.098636 0.652 -0.182 -0.715
H -0.033422 0.728065 2.679484 -0.008 -0.015 -0.010
H -1.549188 1.481299 1.157777 0.278 0.289 -0.409
H -1.784220 0.570486 -1.066934 -0.492 -0.109 0.192
H -1.901727 -0.902807 0.058104 -0.456 -0.478 -0.981
H 0.319680 -1.508156 -0.465366 -0.279 0.012 0.189
H -0.148715 -0.929335 -1.998239 -0.245 0.305 -0.108
H 1.770194 0.032853 -0.198985 0.106 0.130 -0.015
H 2.594734 0.005501 -2.390506 -0.017 -0.022 -0.016
H 2.281732 1.681651 -1.975342 -0.084 0.075 -0.215
H 1.155838 0.755865 -2.999247 -0.368 0.172 0.265
```
Positions in Å, forces in eV/Å.

frontier orbital gap = 0.353 Eh
structure (SMILES) = CNCCNC=O
E_HOMO = -8.632 eV
electronic energy = -9337.1146 eV
strongest force on any atom = 1.60 eV/A
charge = 0
energy above the lowest of the compared OMol25 structures with the same formula, charge and spin = 180.7 kJ/mol
E_LUMO = 0.0355 hartree

These are the Mulliken partial charges, in e, on atoms 1 to 8:
1. C -0.08
2. N -0.18
3. C -0.72
4. C -0.61
5. N -0.32
6. C -0.91
7. O -0.52
8. H 0.39

# 5
A molecular structure, C4H10N2O. Source: the Open Molecules 2025 dataset; level of theory: ωB97M-V with the def2-TZVPD basis set.

XYZ file:
```
17
Properties=species:S:1:pos:R:3:forces:R:3
C 0.344483 -0.564007 -0.048800 -0.132 0.654 0.308
C -1.979130 0.075978 -0.703005 -0.291 0.246 0.375
C 0.128585 -0.762481 1.452510 -0.083 -0.106 -0.164
N 1.642499 -0.040311 -0.377012 -0.245 0.419 -0.218
N -0.586732 0.530425 -0.536193 0.673 -0.626 -0.909
C 1.800358 1.403403 -0.276013 -0.661 -1.314 0.647
O 2.941384 1.804807 -0.356828 -0.487 0.536 0.015
H 2.444051 -0.659348 -0.321853 -0.021 0.203 0.027
H -0.194490 0.772608 -1.461673 -0.450 -0.255 0.301
H 0.122889 -1.495758 -0.589486 0.055 0.181 0.006
H 0.101600 1.504564 -0.030072 1.212 -0.122 -0.453
H -2.408217 -0.199725 0.257803 0.038 0.137 0.050
H -2.582233 0.865153 -1.145622 0.052 0.113 0.098
H -2.059393 -0.798768 -1.353318 0.314 0.005 -0.023
H 0.905510 -1.426863 1.827422 -0.071 -0.108 0.020
H 0.229424 0.182252 1.985582 0.031 0.103 -0.100
H -0.850587 -1.191930 1.676560 0.066 -0.066 0.018
```
Positions in Å, forces in eV/Å.

frontier orbital gap = 0.282 Eh
E_HOMO = -7.125 eV
electronic energy = -9335.0688 eV
strongest force on any atom = 1.61 eV/A
charge = 0
energy above the lowest of the compared OMol25 structures with the same formula, charge and spin = 378.1 kJ/mol
E_LUMO = 0.0199 hartree

These are the Mulliken partial charges, in e, on atoms 1 to 8:
1. C 0.01
2. C -0.88
3. C -1.25
4. N -0.10
5. N -0.40
6. C -0.38
7. O -0.49
8. H 0.22

# 6
A gas-phase ion, C4H10N2O (charge +1). Source: the Open Molecules 2025 dataset; level of theory: ωB97M-V with the def2-TZVPD basis set.

XYZ file:
```
17
Properties=species:S:1:pos:R:3:forces:R:3
C -0.604795 -2.209170 -1.479682 1.341 1.151 -0.581
C -0.354692 -0.795962 -0.977231 -0.919 -0.510 -1.150
N 0.596542 -0.606043 0.032115 1.207 -0.927 0.061
C 0.383652 -0.176439 1.336878 0.307 -1.104 1.126
C -0.144218 1.339505 1.475734 0.148 0.323 -0.549
N 0.898663 2.189678 1.011247 -1.725 -0.506 -1.053
O -0.899039 0.158265 -1.454425 -0.390 0.575 0.290
H 0.242454 -2.613767 -2.054180 0.304 0.327 0.368
H -1.319309 -2.031088 -2.283767 -0.796 -0.804 0.671
H -0.704978 -2.874005 -0.628291 -0.913 -0.268 -0.241
H 1.442459 -1.058532 -0.300804 0.452 0.247 0.896
H 1.208261 -0.341331 2.041502 0.615 0.382 -0.853
H -0.301829 -0.881547 1.839182 -1.022 0.776 -0.223
H -0.498902 1.539213 2.485588 0.478 -0.380 0.300
H -0.998733 1.421565 0.805697 0.046 0.256 0.053
H 0.695350 2.393601 0.027356 0.713 0.317 0.351
H 1.873809 2.018249 1.196305 0.157 0.145 0.533
```
Positions in Å, forces in eV/Å.

frontier orbital gap (alpha / beta) = 0.428 / 0.214 Eh
E_HOMO (alpha / beta) = -14.861 / -14.145 eV
electronic energy = -9328.3416 eV
strongest force on any atom = 2.08 eV/A
<S²> = 0.7567
charge = +1
energy above the lowest of the compared OMol25 structures with the same formula, charge and spin = 153.1 kJ/mol
E_LUMO (alpha / beta) = -0.1183 / -0.3057 hartree
2S+1 = 2

These are the Mulliken partial charges, in e, on atoms 1 to 8:
1. C -1.12
2. C 0.46
3. N -0.04
4. C -0.57
5. C -0.47
6. N -0.28
7. O -0.46
8. H 0.37

# 7
A gas-phase ion, C4H10N2O (charge +1). Source: the Open Molecules 2025 dataset; level of theory: ωB97M-V with the def2-TZVPD basis set.

XYZ file:
```
17
Properties=species:S:1:pos:R:3:forces:R:3
N 1.752190 -0.874046 -1.246316 -0.241 -0.014 0.136
C 0.376778 -1.242041 -1.449081 0.246 1.874 0.041
C -0.750952 -0.357481 -0.806543 -0.195 -2.004 0.756
N -0.449700 0.324216 0.393008 -1.684 1.070 1.515
C -1.599744 0.345930 1.434461 2.868 0.185 -0.712
C 0.631146 1.220640 0.665848 0.672 0.783 -0.233
O -1.906377 -0.585530 -1.052894 0.425 0.622 -0.440
H 2.275924 -1.280878 -0.483570 -0.397 -0.424 -0.057
H 1.948155 0.110820 -1.243061 0.055 0.089 -0.567
H 0.046550 -1.127965 -2.488710 0.460 -0.645 -0.090
H 0.137207 -2.209742 -1.032310 0.090 -0.425 -0.262
H -1.402137 -0.434320 2.183438 -0.457 -0.276 -0.514
H -2.496059 0.272555 0.825681 -0.263 0.046 0.516
H -1.307791 1.262389 1.943357 -1.210 0.147 0.086
H 1.073414 1.710024 -0.203006 -0.045 -0.583 -0.191
H 0.257955 2.057829 1.247758 -0.330 0.024 0.190
H 1.413441 0.807602 1.311938 0.007 -0.467 -0.175
```
Positions in Å, forces in eV/Å.

frontier orbital gap (alpha / beta) = 0.371 / 0.198 Eh
E_HOMO (alpha / beta) = -14.035 / -13.802 eV
electronic energy = -9328.0068 eV
strongest force on any atom = 2.96 eV/A
<S²> = 0.7620
charge = +1
energy above the lowest of the compared OMol25 structures with the same formula, charge and spin = 185.4 kJ/mol
E_LUMO (alpha / beta) = -0.1449 / -0.3087 hartree
2S+1 = 2

These are the Mulliken partial charges, in e, on atoms 1 to 8:
1. N -0.53
2. C -0.28
3. C 0.39
4. N 0.18
5. C -0.72
6. C -0.93
7. O -0.45
8. H 0.29

What did the fourth record say?
A single C4H10N2O molecule. Source: the Open Molecules 2025 dataset; level of theory: ωB97M-V with the def2-TZVPD basis set.

XYZ file:
```
17
Properties=species:S:1:pos:R:3:forces:R:3
C -0.410151 0.027761 1.910564 -1.040 0.589 1.061
N -1.001866 0.686004 0.873314 0.490 -0.576 -0.370
C -1.308878 -0.092756 -0.349954 0.693 0.860 1.152
C 0.005815 -0.589684 -0.971451 0.674 -0.991 0.146
N 1.115818 0.348919 -0.895617 -0.713 0.204 -0.219
C 1.797181 0.714474 -2.120587 0.809 -0.265 0.054
O -0.383042 -1.168313 2.098636 0.652 -0.182 -0.715
H -0.033422 0.728065 2.679484 -0.008 -0.015 -0.010
H -1.549188 1.481299 1.157777 0.278 0.289 -0.409
H -1.784220 0.570486 -1.066934 -0.492 -0.109 0.192
H -1.901727 -0.902807 0.058104 -0.456 -0.478 -0.981
H 0.319680 -1.508156 -0.465366 -0.279 0.012 0.189
H -0.148715 -0.929335 -1.998239 -0.245 0.305 -0.108
H 1.770194 0.032853 -0.198985 0.106 0.130 -0.015
H 2.594734 0.005501 -2.390506 -0.017 -0.022 -0.016
H 2.281732 1.681651 -1.975342 -0.084 0.075 -0.215
H 1.155838 0.755865 -2.999247 -0.368 0.172 0.265
```
Positions in Å, forces in eV/Å.

frontier orbital gap = 0.353 Eh
structure (SMILES) = CNCCNC=O
E_HOMO = -8.632 eV
electronic energy = -9337.1146 eV
strongest force on any atom = 1.60 eV/A
charge = 0
energy above the lowest of the compared OMol25 structures with the same formula, charge and spin = 180.7 kJ/mol
E_LUMO = 0.0355 hartree

These are the Mulliken partial charges, in e, on atoms 1 to 8:
1. C -0.08
2. N -0.18
3. C -0.72
4. C -0.61
5. N -0.32
6. C -0.91
7. O -0.52
8. H 0.39

Among the records above, which one has the highest strongest force on any atom?
number 3

What is the formula in the seventh record?
C4H10N2O